Entry 1:
Computed, not measured: a 3-piece molecular cluster, C13H24Cl2FN4O9S overall, with ωB97M-V/def2-TZVPD.

Atoms and positions in Å:
1 Cl 5.071 2.089 1.493
2 Cl 6.506 5.838 0.060
3 S 2.611 2.828 -1.601
4 F 3.848 1.965 -1.629
5 O 1.490 2.035 -1.852
6 O 1.256 2.963 0.563
7 O -6.489 -2.949 -1.665
8 O -4.389 -3.421 -1.615
9 O -5.075 -1.481 -0.693
10 O 2.770 4.008 -2.343
11 O -1.753 -3.899 1.881
12 O -0.255 -3.235 0.326
13 O -1.244 -5.133 0.066
14 N 1.194 0.823 1.800
15 N 2.557 3.272 0.125
16 N 1.941 5.362 0.978
17 N 4.018 5.105 -0.041
18 C -1.149 -4.068 0.858
19 C 0.872 -2.315 2.290
20 C -7.593 -2.074 -1.393
21 C -2.108 -6.160 0.566
22 C 1.301 1.843 1.250
23 C -0.004 -2.046 1.086
24 C -3.044 -3.040 -1.322
25 C -7.633 -0.903 -2.351
26 C 7.267 3.068 0.350
27 C -5.299 -2.514 -1.265
28 C 2.864 4.585 0.362
29 C 5.285 4.668 0.641
30 C 5.742 3.244 0.291
31 H -7.563 -1.745 -0.355
32 H -6.760 -0.264 -2.228
33 H 7.427 2.007 0.497
34 H -3.095 -5.765 0.793
35 H 7.745 3.331 -0.582
36 H -2.412 -3.891 -1.538
37 H -8.487 -2.682 -1.517
38 H -1.670 -6.619 1.450
39 H -8.526 -0.302 -2.180
40 H -2.938 -2.770 -0.274
41 H -2.743 -2.209 -1.960
42 H 1.798 -2.806 1.984
43 H 5.261 4.796 1.716
44 H 3.910 6.102 0.122
45 H 5.429 2.996 -0.712
46 H -2.195 -6.907 -0.217
47 H -0.948 -1.579 1.373
48 H 0.504 -1.364 0.407
49 H -7.636 -1.256 -3.383
50 H 1.115 -1.389 2.800
51 H 7.684 3.558 1.219
52 H 1.157 5.667 0.423
53 H 0.377 -2.976 2.999
54 H 2.003 5.604 1.952

For the orbital gap, the calculation gives 5.902 eV. As for the total charge: +1.

Atom charges from the Löwdin analysis, given in e for atoms 1 to 4: Cl 0.6942; Cl 0.7436; S 0.6545; F -0.0613



Entry 2:
Computed, not measured: a 4-piece molecular cluster, C48H108F6P4 overall, with ωB97M-V/def2-TZVPD.

Atoms and positions in Å:
1 P 0.090 3.754 -1.921
2 P -1.103 -0.843 -0.712
3 P 3.702 -1.926 -3.091
4 P -3.315 -2.752 4.709
5 F -0.877 0.369 -1.844
6 F -1.135 -2.045 0.358
7 F 0.487 -1.102 -0.918
8 F -2.724 -0.515 -0.632
9 F -0.800 0.181 0.571
10 F -1.404 -1.946 -1.896
11 C 1.396 5.989 -3.066
12 C -4.847 -2.249 3.717
13 C -0.288 3.189 -3.632
14 C -2.476 4.421 -0.677
15 C 0.318 5.566 -2.046
16 C -2.282 -3.823 3.512
17 C -0.906 -4.237 4.190
18 C -2.582 3.762 -6.647
19 C 0.327 7.863 -4.498
20 C 1.666 3.095 -1.266
21 C -0.460 -5.083 -2.305
22 C 1.395 7.427 -3.509
23 C 1.363 3.042 1.342
24 C 5.328 -1.753 -3.856
25 C -1.568 3.669 -4.195
26 C -1.327 3.317 -0.959
27 C -5.121 -4.283 6.393
28 C 3.755 -1.677 1.789
29 C -2.383 -1.277 5.311
30 C 2.478 -0.586 -5.301
31 C 4.610 -2.828 -0.372
32 C -5.371 -0.661 2.039
33 C -1.226 -1.491 6.440
34 C -1.533 3.327 -5.684
35 C -3.676 -3.814 6.175
36 C 1.452 -3.645 -2.842
37 C 1.640 0.656 -7.308
38 C 6.017 -0.332 -3.914
39 C -0.447 -0.259 6.995
40 C 0.938 -5.098 -2.855
41 C -4.864 0.675 2.604
42 C -3.630 3.785 0.043
43 C 2.375 3.178 2.511
44 C 3.959 -1.701 -1.231
45 C -5.137 -5.601 7.169
46 C 7.608 1.377 -2.670
47 C -6.489 -5.797 7.709
48 C 1.626 0.543 -5.772
49 C 2.081 3.585 0.071
50 C 6.840 0.059 -2.664
51 C 0.324 -3.536 3.521
52 C 2.864 -3.489 -3.426
53 C -4.499 -1.851 2.284
54 C 2.656 -0.568 -3.773
55 C 1.590 -3.685 4.328
56 C -1.192 0.981 7.431
57 C 4.943 -2.213 0.965
58 C -4.181 2.702 -0.895
59 H -2.167 -3.333 2.545
60 H -6.401 -0.789 2.372
61 H 7.017 2.290 -2.741
62 H -0.568 -4.429 -1.439
63 H 6.177 -0.009 -1.802
64 H 1.211 -3.311 5.278
65 H -0.728 -5.303 4.051
66 H -1.087 -4.739 -3.127
67 H 0.531 -3.994 2.554
68 H -3.109 -0.484 5.491
69 H -4.297 -5.756 7.846
70 H 0.291 -0.618 7.713
71 H -2.426 3.507 -7.695
72 H 2.914 -1.680 -0.923
73 H -0.857 -6.055 -2.012
74 H 3.104 2.368 2.539
75 H 2.508 1.226 -7.639
76 H 2.990 -2.440 1.933
77 H -5.545 -3.075 3.856
78 H -5.314 0.915 3.568
79 H -1.561 -2.137 7.251
80 H -1.436 2.250 -5.819
81 H -5.682 -4.548 5.497
82 H -0.478 1.690 7.849
83 H 2.378 3.550 -1.955
84 H 8.225 1.520 -1.782
85 H 0.125 -2.477 3.357
86 H 1.713 -0.541 -3.227
87 H 0.574 3.522 -4.210
88 H 5.504 -2.976 1.504
89 H -7.370 -5.945 7.085
90 H 2.475 -3.112 4.054
91 H 8.234 1.198 -3.544
92 H 0.470 7.113 -5.276
93 H -3.080 -4.655 5.821
94 H 0.413 3.524 1.573
95 H -3.777 0.663 2.523
96 H 1.542 -3.491 -1.767
97 H 3.436 -0.605 -5.820
98 H 2.064 -1.567 -5.537
99 H -0.683 3.901 -6.054
100 H 1.961 1.549 -5.518
101 H 3.828 -3.569 -0.208
102 H 0.923 -2.794 -3.272
103 H -3.153 -3.479 7.070
104 H -4.884 2.033 -0.396
105 H -4.997 -6.278 6.326
106 H -4.491 4.419 0.252
107 H -2.923 -4.674 3.280
108 H 7.575 -0.736 -2.536
109 H 1.514 -0.309 -7.799
110 H -1.021 2.774 -0.064
111 H 2.372 7.853 -3.737
112 H 0.501 8.887 -4.829
113 H -6.959 -4.901 8.114
114 H 5.095 -2.212 -4.817
115 H 6.656 -0.359 -4.796
116 H 5.787 -2.487 -3.194
117 H 2.910 -3.553 -4.513
118 H -5.523 -0.581 0.962
119 H -5.359 1.449 2.018
120 H -5.649 -3.505 6.945
121 H 2.917 4.119 2.416
122 H -1.689 1.474 6.596
123 H 0.607 5.761 -1.013
124 H 0.908 -5.556 -3.844
125 H 0.078 0.090 6.106
126 H 1.930 3.223 3.505
127 H -3.471 3.221 -6.325
128 H -2.730 4.833 -6.505
129 H -0.087 2.131 -3.464
130 H -6.461 -6.464 8.571
131 H -2.750 4.911 -1.611
132 H -2.023 5.245 -0.126
133 H 1.581 2.015 -1.150
134 H -4.890 -2.644 1.646
135 H 4.302 -0.684 -1.040
136 H 3.536 -4.245 -3.018
137 H -0.661 7.839 -4.038
138 H 1.417 5.427 -4.000
139 H 3.394 -0.755 1.334
140 H 4.049 -1.382 2.796
141 H -3.481 -1.563 2.023
142 H 1.073 1.994 1.258
143 H -0.596 6.118 -2.270
144 H -0.479 -2.104 5.937
145 H -4.800 3.156 -1.668
146 H 3.131 3.297 0.034
147 H -5.298 -1.471 4.334
148 H -0.850 -4.063 5.265
149 H 3.231 0.282 -3.406
150 H 1.572 -5.632 -2.148
151 H -1.953 0.706 8.162
152 H 2.177 4.670 0.112
153 H -2.428 3.250 -3.672
154 H 1.129 7.989 -2.614
155 H 1.737 -4.748 4.522
156 H 5.390 0.497 -4.241
157 H 0.617 0.404 -5.383
158 H -1.635 2.491 -1.600
159 H -1.864 -0.852 4.452
160 H 5.717 -1.458 0.824
161 H -3.443 2.150 -1.477
162 H 2.399 5.810 -2.678
163 H -1.680 4.741 -4.032
164 H 0.700 1.123 -7.602
165 H -3.269 3.343 0.972
166 H 5.465 -3.226 -0.918

For the orbital gap, the calculation gives 11.020 eV. As for the energy above the lowest of the compared OMol25 structures with the same formula, charge and spin: 107.8 kcal per mole. As for the total charge: +2.

Atom charges from the Löwdin analysis, given in e for atoms 1 to 4: P 1.0291; P 0.2715; P 1.0198; P 1.0887



Entry 3:
Computed, not measured: C8H16Cl8FN2O6S2 as an isolated structure, with ωB97M-V/def2-TZVPD.

Atoms and positions in Å:
1 Cl 1.064 -5.554 1.016
2 Cl -5.093 -3.097 0.346
3 Cl 5.719 2.297 -4.447
4 Cl 4.181 2.955 -1.474
5 Cl 1.234 7.934 0.642
6 Cl -2.106 -5.518 2.283
7 Cl -7.517 -1.672 2.301
8 Cl 1.264 4.649 -0.300
9 S -0.470 0.019 -0.428
10 S -3.064 0.008 -1.010
11 F -3.925 1.267 -1.350
12 O 0.740 0.557 -1.430
13 O -3.315 -0.283 0.368
14 O -3.438 -1.002 -1.951
15 O 2.800 -0.028 -1.299
16 O -0.263 0.669 0.832
17 O -0.346 -1.412 -0.454
18 N -1.626 0.596 -1.333
19 N 2.003 0.547 -0.692
20 C 2.313 6.644 1.242
21 C -5.181 -3.101 2.119
22 C 5.512 1.810 -1.761
23 C -0.462 -5.699 0.099
24 C -6.597 -3.166 2.628
25 C 2.660 5.641 0.173
26 C 6.463 2.290 -2.827
27 C -1.574 -4.880 0.693
28 H -4.665 -2.213 2.478
29 H 6.048 1.702 -0.819
30 H 3.045 6.130 -0.719
31 H -0.721 -6.754 0.062
32 H 3.221 7.133 1.594
33 H 6.813 3.298 -2.620
34 H 5.070 0.852 -2.019
35 H 3.419 4.959 0.551
36 H -0.262 -5.348 -0.911
37 H -1.281 -3.842 0.833
38 H 7.322 1.623 -2.875
39 H -7.140 -3.992 2.175
40 H -4.634 -3.981 2.456
41 H -6.590 -3.301 3.708
42 H -2.441 -4.904 0.036
43 H 1.822 6.167 2.085

For the orbital gap, the calculation gives 8.490 eV. As for the total charge: -1.

Atom charges from the Löwdin analysis, given in e for atoms 1 to 4: Cl 0.5209; Cl 0.5868; Cl 0.5370; Cl 0.5859



Entry 4:
Computed, not measured: C28H25N7O5W as an isolated structure, with ωB97M-V/def2-TZVPD.

Atoms and positions in Å:
1 W 0.112 0.352 -0.022
2 O -0.216 -1.291 1.134
3 O 3.091 -3.080 4.173
4 O 4.225 -0.817 2.549
5 O 1.944 0.105 0.723
6 O 0.177 -3.233 3.471
7 N 0.815 2.207 -0.906
8 N 1.941 3.443 4.272
9 N -0.900 0.574 -2.083
10 N 0.326 1.899 4.798
11 N 1.093 -1.249 -1.391
12 N 0.038 1.264 2.108
13 N -2.071 0.900 0.184
14 C 1.990 -0.871 1.645
15 C 2.993 -1.549 -2.805
16 C 1.578 4.633 -1.976
17 C 0.046 2.814 -1.822
18 C 3.123 -1.279 2.496
19 C 0.906 2.187 2.506
20 C 2.425 -3.232 -1.220
21 C 2.003 2.755 -0.578
22 C 0.386 4.039 -2.361
23 C 1.863 -0.852 -2.433
24 C 1.018 -2.552 2.964
25 C 3.305 -2.738 -2.164
26 C -2.876 0.341 -0.742
27 C -0.536 0.984 4.380
28 C -0.697 0.644 3.052
29 C -0.205 0.073 -3.314
30 C -2.153 -0.212 -1.921
31 C -4.249 0.399 -0.669
32 C -1.159 2.039 -2.262
33 C -4.837 1.092 0.377
34 C 2.512 -2.406 3.387
35 C 0.867 -1.569 1.870
36 C 1.345 -2.458 -0.852
37 C -4.021 1.761 1.270
38 C -2.651 1.647 1.141
39 C 1.300 0.246 -3.291
40 C 1.056 2.509 3.866
41 C 2.413 3.966 -1.092
42 H 2.625 2.167 0.083
43 H -1.859 -1.254 -1.775
44 H -5.915 1.145 0.464
45 H 2.569 -4.198 -0.757
46 H -4.425 2.373 2.065
47 H -0.432 -0.988 -3.398
48 H -2.039 2.342 -1.701
49 H -1.126 0.478 5.136
50 H 4.190 -3.297 -2.441
51 H 0.636 -2.804 -0.121
52 H 1.668 0.107 -4.308
53 H 2.040 3.611 5.259
54 H 1.504 2.683 1.761
55 H -4.844 -0.074 -1.439
56 H -1.363 2.246 -3.313
57 H 3.592 -1.185 -3.629
58 H 3.377 4.365 -0.811
59 H -1.376 -0.134 2.745
60 H -2.773 -0.161 -2.819
61 H 1.618 1.245 -2.994
62 H -0.261 4.504 -3.093
63 H -2.001 2.174 1.815
64 H 1.869 5.589 -2.392
65 H -0.665 0.572 -4.168
66 H 2.568 3.903 3.639

For the orbital gap (spin up / spin down), the calculation gives 7.217 / 6.591 eV. Its spin multiplicity is 3. As for the total charge: +2.

Atom charges from the Löwdin analysis, given in e for atoms 1 to 4: W 1.8185; O -0.2298; O 0.2207; O 0.1761